This record from OMol25 describes the molecule C6H9N3. The level of theory is ωB97M-V with the def2-TZVPD basis set.

```
18
Properties=species:S:1:pos:R:3:forces:R:3:mulliken_charge:R:1
C 0.333 2.619 2.485 -0.7521 -0.2510 -0.1872 -1.28
C 0.142 1.425 1.524 0.8344 1.1185 0.4848 -0.17
N 0.673 1.816 0.186 -0.7419 -2.1882 -0.7748 -0.42
N 0.602 0.966 -0.744 0.1257 0.9180 0.6611 -0.27
C 0.048 -0.360 -0.699 -0.1525 1.1305 2.3872 0.72
C -0.588 -1.236 0.315 0.5414 -0.2590 -2.1555 -0.40
C -0.850 -2.379 -0.402 -0.4509 -0.7753 0.6065 -0.82
N -0.407 -2.302 -1.716 -0.1350 2.2536 2.3992 0.06
C 0.113 -1.042 -1.859 0.6095 -0.8248 -1.8783 -0.39
H -0.249 3.457 2.092 0.1725 0.0521 0.0484 0.31
H -0.115 2.356 3.447 0.1291 0.0504 0.0422 0.38
H 1.353 2.956 2.655 0.0878 -0.2511 -0.2319 0.33
H 0.725 0.568 1.897 -0.4308 -0.0031 -0.1985 0.38
H -0.940 1.239 1.498 0.3003 -0.3969 -0.2576 0.34
H -0.781 -1.123 1.370 -0.0486 0.2111 -0.2407 0.35
H -1.383 -3.260 -0.045 0.3371 0.1819 -0.2115 0.36
H -0.462 -3.009 -2.389 -0.1106 -0.8452 -0.8979 0.14
H 0.584 -0.709 -2.786 -0.3153 -0.1218 0.4043 0.37
```
Positions in Å, forces in eV/Å.

## Properties
SMILES: CC/N=N\c1cc[nH]c1
Energy relative to the best compared isomer or geometry (same formula, charge and spin) in eV: 1.5033
Electronic energy in eV: -10836.123
Lowest unoccupied orbital energy in Ha: 0.0297
Kohn-Sham gap in eV: 9.4
HOMO level in eV: -8.56

---

This record from OMol25 describes the molecule C6H9N3. The level of theory is ωB97M-V with the def2-TZVPD basis set.

```
18
Properties=species:S:1:pos:R:3:forces:R:3:mulliken_charge:R:1
C -3.509 0.537 0.103 1.3524 -3.3174 0.0233 -0.41
C -3.416 -0.960 -0.017 -0.5700 2.9441 -0.0313 -0.29
C -1.487 -0.122 -0.021 -2.8141 -1.5883 -0.0226 0.41
C 0.701 -1.002 -0.013 -0.1085 0.9723 -0.1568 0.13
C 2.179 -0.853 0.198 0.3051 0.5258 2.6932 -1.16
C 0.354 1.405 -0.127 0.1447 0.0403 3.1824 -0.82
N -2.249 0.973 0.100 -0.5718 0.2757 -0.0084 -0.49
N -2.166 -1.342 -0.076 1.7278 1.6772 -0.1937 -0.57
N -0.149 -0.010 -0.048 2.2731 1.3426 0.0427 0.00
H -4.335 1.166 0.344 -0.4546 0.2538 -0.2045 0.40
H -4.174 -1.666 -0.222 -0.9442 -0.5363 0.2438 0.43
H 0.133 -1.884 -0.071 0.0737 -1.6339 0.1372 0.59
H 2.781 -1.768 0.528 -1.4213 1.0837 -0.4842 0.28
H 2.289 -0.036 1.022 0.0404 -1.6700 -0.8751 0.28
H 2.744 -0.379 -0.562 0.2772 0.2468 -1.3765 0.33
H 0.644 1.552 -1.156 0.4123 0.3993 0.0260 0.30
H -0.402 2.179 0.279 1.0194 -1.7375 -1.1477 0.31
H 1.177 1.362 0.678 -0.7417 0.7217 -1.8479 0.27
```
Positions in Å, forces in eV/Å.

## Properties
Energy relative to the best compared isomer or geometry (same formula, charge and spin) in eV: 1.9184
Electronic energy in eV: -10835.708
Lowest unoccupied orbital energy (spin up / spin down) in Ha: -0.0026 / -0.0026
Kohn-Sham gap (spin up / spin down) in eV: 7.0 / 7.0
HOMO level (spin up / spin down) in eV: -7.10 / -7.10

---

This record from OMol25 describes a structure of composition C6H9N3. The level of theory is ωB97M-V with the def2-TZVPD basis set.

```
18
Properties=species:S:1:pos:R:3:forces:R:3:mulliken_charge:R:1
C 2.553 -0.392 -0.002 2.3101 -2.0010 0.1141 -0.23
C 2.063 0.882 0.376 1.5138 -0.2886 -0.2958 -0.89
C 1.520 -1.168 -0.408 -1.1554 1.9876 0.2747 -0.53
C 0.728 0.863 0.103 -0.0354 -0.3993 -0.0748 0.18
C -1.408 -0.155 -0.653 3.0908 0.3686 3.9419 0.17
C -1.843 -0.932 0.568 -4.4858 2.8742 0.3836 -1.14
N 0.424 -0.384 -0.309 -4.3496 2.0724 -1.2518 -0.09
N -0.362 1.786 0.208 0.8557 -0.2700 0.2813 -0.38
N -1.467 1.281 -0.548 0.0819 -1.4149 -0.2730 -0.26
H 3.571 -0.890 -0.006 -1.0859 1.4281 0.3067 0.30
H 2.793 1.588 0.690 -0.3000 1.0316 0.3274 0.42
H 1.348 -2.061 -0.858 0.3938 -2.7043 -0.9645 0.51
H -1.700 -0.736 -1.478 -0.1544 0.3120 -1.7884 0.37
H -1.501 -1.878 0.397 1.0424 -2.6170 0.4982 0.37
H -3.027 -0.992 0.620 1.9739 -0.0185 -0.6869 0.32
H -1.712 -0.445 1.542 1.0483 -0.3625 -0.3551 0.27
H -0.514 1.899 1.213 -0.9785 0.0446 -0.5480 0.30
H -1.467 1.735 -1.454 0.2342 -0.0431 0.1104 0.31
```
Positions in Å, forces in eV/Å.

## Properties
Energy relative to the best compared isomer or geometry (same formula, charge and spin) in eV: 2.9992
Electronic energy in eV: -10834.628
Lowest unoccupied orbital energy in Ha: 0.0319
Kohn-Sham gap in eV: 8.4
HOMO level in eV: -7.56

---

This record from OMol25 describes the molecule C6H9N3. The level of theory is ωB97M-V with the def2-TZVPD basis set.

```
18
Properties=species:S:1:pos:R:3:forces:R:3:mulliken_charge:R:1
C 2.946 -0.896 0.160 -0.4772 -0.6859 -3.5677 -0.30
N 1.940 -0.214 0.525 0.5057 0.0110 0.1292 -0.45
N 1.150 0.416 -0.390 -0.4167 -1.2570 -2.0571 -0.03
C -0.311 0.349 -0.062 1.0928 -0.7694 -0.7559 0.41
C -0.795 -1.155 -0.094 -0.9634 0.6878 0.9122 -0.32
C -2.291 -1.136 0.076 0.2183 -0.4027 -0.4489 0.05
N -3.442 -1.110 0.157 0.8340 0.0468 0.0427 -0.43
C -0.864 1.311 0.945 1.4867 1.7962 -0.4773 -0.78
C -1.105 1.573 -0.533 0.5105 -0.7887 -0.8820 -0.63
H 3.553 -1.258 0.924 1.0515 -0.6730 1.0544 0.30
H 3.256 -1.306 -1.023 -1.1253 1.6319 3.1293 0.14
H 1.389 -0.027 -1.379 -1.0885 1.3014 2.0830 0.34
H -0.396 -1.642 0.870 -0.2472 0.3985 -1.7899 0.27
H -0.540 -1.704 -1.067 -0.1846 0.7620 1.5539 0.32
H -0.161 2.029 1.433 -0.5025 -0.9664 -0.4249 0.26
H -1.722 1.094 1.546 -0.2985 -0.4974 0.1165 0.31
H -0.510 2.305 -1.144 -0.6165 -0.6915 1.1070 0.27
H -2.097 1.372 -0.943 0.2207 0.0963 0.2758 0.27
```
Positions in Å, forces in eV/Å.

## Properties
SMILES: C=NNC1(CC#N)CC1
Energy relative to the best compared isomer or geometry (same formula, charge and spin) in eV: 2.9605
Electronic energy in eV: -10834.666
Lowest unoccupied orbital energy in Ha: 0.0292
Kohn-Sham gap in eV: 10.1
HOMO level in eV: -9.35

---

This record from OMol25 describes the molecule C6H9N3. The level of theory is ωB97M-V with the def2-TZVPD basis set.

```
18
Properties=species:S:1:pos:R:3:forces:R:3:mulliken_charge:R:1
C 1.894 -0.934 -0.654 -0.7854 -0.2367 -2.1639 -0.30
C 2.268 -0.337 0.446 0.9763 0.4270 1.9661 -0.25
C 0.492 -1.428 -0.911 -0.2512 -2.4991 -2.0583 -0.01
C 1.343 -0.259 1.610 1.6247 0.0236 0.4305 -0.39
C -0.982 0.437 -0.533 0.1480 0.3130 2.1601 0.30
C -2.381 0.498 0.162 -0.6369 0.7683 0.4596 -1.20
N -0.686 -0.932 -0.922 1.1429 0.0446 0.4754 -0.50
N 0.411 0.609 1.457 0.5888 -0.6164 -2.3589 0.18
N 0.028 1.216 0.242 -2.1124 0.2435 0.5207 -0.53
H 2.615 -1.069 -1.489 -0.6387 -0.2518 0.6553 0.34
H 3.355 -0.074 0.578 -1.2995 -0.1446 0.0827 0.32
H 0.511 -2.535 -1.402 0.0142 2.3658 1.2899 0.28
H -1.046 1.041 -1.399 -0.3021 0.3208 -1.2898 0.30
H -3.041 -0.184 -0.435 0.3419 0.7513 0.8324 0.35
H -2.788 1.559 0.215 0.5443 -1.1564 -0.8504 0.30
H -2.463 0.283 1.270 0.6294 -0.6554 -1.2444 0.28
H -0.345 0.679 2.051 -1.4626 0.0951 2.0424 0.23
H 0.817 1.431 -0.286 1.4784 0.2075 -0.9494 0.31
```
Positions in Å, forces in eV/Å.

## Properties
Energy relative to the best compared isomer or geometry (same formula, charge and spin) in eV: 4.1449
Electronic energy in eV: -10833.482
Lowest unoccupied orbital energy in Ha: 0.0267
Kohn-Sham gap in eV: 9.0
HOMO level in eV: -8.25

---

This record from OMol25 describes a structure of composition C6H9N3O. The level of theory is ωB97M-V with the def2-TZVPD basis set.

```
19
Properties=species:S:1:pos:R:3:forces:R:3:mulliken_charge:R:1
C 3.210 -0.251 -0.311 4.1781 -1.9575 -3.3697 -1.12
C 1.855 -0.136 0.201 1.3279 2.4087 5.3941 0.90
C -0.449 -0.544 -0.219 -4.2800 -0.5167 1.3863 0.23
C -2.546 -1.007 0.173 4.6145 5.1401 -0.5078 -0.63
C -2.493 0.418 0.136 3.9805 -5.2217 -0.9550 -0.15
C -0.571 2.033 -0.400 -8.2457 -3.2310 -6.3002 -1.10
H 3.987 0.148 0.409 -1.1608 -0.6220 -0.8561 0.32
H 3.583 -1.480 -0.694 -1.3887 3.7254 1.4434 0.26
H 3.341 0.335 -1.335 -0.3488 -1.0365 2.0869 0.26
H 1.124 -0.911 -1.388 0.7940 -1.3668 -3.3135 0.19
H -3.403 -1.384 0.407 -4.6442 -3.4919 1.2441 0.57
H -3.169 1.162 0.222 -1.9747 2.1353 0.2388 0.44
H -1.550 2.691 -0.542 2.5857 -1.0759 -0.2956 0.25
H -0.211 2.184 0.423 4.6156 2.6416 8.7800 0.56
H 0.110 1.889 -1.175 0.8999 0.5737 -1.4372 0.31
N 0.909 -0.656 -0.506 -3.5587 -0.0798 0.5321 -0.10
N -1.313 -1.569 0.041 0.8996 0.9969 -0.8792 -0.70
N -1.169 0.631 -0.145 1.4446 1.9076 -1.0124 0.17
O 1.646 0.430 1.307 0.2612 -0.9294 -2.1789 -0.66
```
Positions in Å, forces in eV/Å.

## Properties
Energy relative to the best compared isomer or geometry (same formula, charge and spin) in eV: 3.0074
Electronic energy in eV: -12882.937
Lowest unoccupied orbital energy in Ha: 0.0218
Kohn-Sham gap in eV: 9.1
HOMO level in eV: -8.55